# 1
DFT (ωB97M-V with the def2-TZVPD basis set) results for a cluster of 2 separate species, C28H41F2N4O8P3 in total at a distorted geometry.

Properties
E, Ha: -3135.480574
Charge: 0
Frontier orbital gap, eV: 7.006
LUMO, eV: -0.510
SMILES: [H]/N=C/C[C@@](F)(CCCC(=O)O)O[C@@](N)(PP(=O)(O)O)[C@@](Cc1ccccc1)(O[C@@](C)(C=C)C/C=N/[H])P(N)O.Fc1ccccc1

CARTESIAN COORDINATES (ANGSTROEM)
H -2.588 0.619 3.198
N -2.323 1.215 2.380
C -3.037 0.850 1.256
C -2.900 1.628 -0.222
C -2.598 0.563 -1.389
F -2.616 -0.788 -0.696
C -3.998 0.522 -2.326
C -5.040 -0.664 -1.912
C -5.881 -0.397 -0.512
C -5.863 -1.802 0.333
O -6.246 -2.930 -0.329
O -5.528 -1.976 1.754
O -1.549 0.604 -2.286
C -0.265 1.117 -2.209
N 0.183 1.145 -3.697
P -0.028 2.999 -1.764
P 1.040 4.109 -3.277
O 2.482 3.565 -3.642
O 0.044 4.333 -4.732
O 1.297 5.758 -2.668
C 0.917 0.222 -1.405
C 1.062 -1.187 -2.171
C 0.781 -2.570 -1.280
C 1.908 -3.408 -0.442
C 1.576 -4.818 0.394
C 0.072 -5.473 0.417
C -1.090 -4.669 -0.448
C -0.743 -3.262 -1.284
O 2.007 1.147 -1.332
C 3.353 0.794 -1.527
C 4.011 -0.476 -0.742
C 3.902 0.687 -3.105
C 5.248 0.057 -3.421
C 4.240 2.103 -0.951
C 4.196 2.233 0.682
N 3.981 3.507 1.224
H 3.976 3.335 2.272
P 0.296 0.112 0.440
N 0.511 1.726 1.256
O 1.289 -0.916 1.416
H -3.825 -0.031 1.423
H -2.173 2.502 -0.031
H -3.979 2.122 -0.366
H -4.503 1.589 -2.403
H -3.660 0.276 -3.446
H -4.584 -1.767 -1.975
H -5.877 -0.664 -2.766
H -7.025 -0.202 -0.791
H -5.539 0.550 0.083
H -4.562 -2.298 1.770
H 1.200 1.290 -3.784
H -0.400 1.810 -4.241
H -1.402 3.517 -1.801
H -0.832 4.717 -4.374
H 0.418 6.244 -2.815
H 2.127 -1.405 -2.668
H 0.308 -1.362 -3.085
H 3.019 -3.054 -0.388
H 2.458 -5.377 0.970
H -0.100 -6.455 1.031
H -2.170 -5.123 -0.455
H -1.643 -2.815 -1.884
H 3.642 -0.653 0.352
H 3.937 -1.404 -1.453
H 5.179 -0.241 -0.650
H 3.346 1.133 -4.031
H 5.357 -1.125 -3.469
H 6.152 0.778 -3.676
H 3.885 3.113 -1.460
H 5.369 1.912 -1.264
H 4.315 1.315 1.398
H 1.428 2.151 1.002
H -0.300 2.350 1.063
H 1.062 -0.815 2.389
F -1.309 -1.731 4.145
C -0.524 -1.377 5.171
C -0.360 -0.029 5.473
C 0.454 0.341 6.544
C 1.105 -0.642 7.294
C 0.938 -1.992 6.980
C 0.115 -2.361 5.916
H -0.866 0.720 4.874
H 0.583 1.391 6.793
H 1.743 -0.353 8.126
H 1.449 -2.754 7.563
H -0.033 -3.406 5.664

Atomic forces in eV per Å
-0.06 0.38 -1.11
-2.92 -1.17 -4.73
1.40 0.37 3.83
-0.60 -0.08 2.73
-3.38 -1.03 0.46
0.37 2.47 -1.46
0.70 -0.85 -1.22
-1.15 0.10 -1.09
-0.60 -0.52 0.24
-2.05 -6.10 -2.85
2.56 7.43 4.20
1.43 0.74 -3.17
-0.77 -0.02 0.58
2.76 0.87 -2.00
-0.70 -0.75 1.40
-0.99 -0.07 2.41
4.54 1.74 -3.56
-5.48 1.51 1.37
-0.15 0.61 3.61
-3.03 -2.62 -1.42
-0.41 -0.19 0.40
0.21 -3.01 -0.86
-1.20 -3.92 2.25
-3.30 -1.53 0.09
-2.96 1.48 -1.89
1.60 4.40 -2.46
3.86 1.31 0.25
2.47 -2.33 2.23
0.62 -0.47 -1.13
3.36 -0.51 -0.71
0.93 -0.08 -0.32
2.07 -1.26 -0.52
-2.30 0.78 0.46
0.29 0.17 0.15
-1.12 4.19 0.76
0.88 -6.23 -1.08
0.07 0.40 -1.32
-2.01 0.16 2.20
1.02 -1.62 -1.80
-0.15 1.51 -0.24
1.70 2.07 -0.99
-0.94 -1.60 -0.56
2.51 -1.14 0.02
1.02 -2.23 0.49
-0.58 0.46 2.50
-0.81 2.78 0.45
1.91 0.04 1.80
2.54 -0.63 0.70
-0.44 -2.10 -0.98
-2.02 0.48 -0.10
-0.82 0.27 0.04
0.92 -0.57 0.61
1.03 -0.27 -0.63
1.76 -0.90 -0.99
1.84 -0.73 0.39
-2.23 1.04 1.24
1.55 1.07 2.16
-2.45 -0.62 -0.15
-2.14 1.50 -1.47
0.15 2.16 -1.44
2.30 1.14 -0.13
2.08 -0.73 1.28
0.22 0.21 -2.25
0.02 1.54 1.80
-2.59 -0.53 -0.29
1.45 0.82 2.39
0.39 2.71 1.64
-2.28 -1.82 -1.07
0.64 -2.15 1.25
-2.46 0.34 0.65
-0.15 1.60 -1.64
-1.05 0.08 0.21
1.06 -0.77 0.30
0.06 0.14 -1.82
-0.21 -0.05 -0.25
0.71 0.30 0.94
-0.08 0.00 -0.09
0.05 -0.48 0.01
-0.04 0.05 -0.05
-0.16 0.36 -0.17
-0.03 -0.06 -0.07
0.07 -0.06 0.01
-0.04 -0.19 -0.09
-0.13 -0.06 -0.16
-0.13 0.12 -0.13
0.00 0.11 -0.02

Partial atomic charges computed with the Mulliken method, in multiples of e:
1. H 0.305
2. N -0.523
3. C -0.033
4. C -0.738
5. C 1.404
6. F -0.321
7. C -1.121
8. C -0.649
9. C -0.283
10. C 0.294
11. O -0.534
12. O -0.488
13. O -0.251
14. C 0.003
15. N -0.649
16. P -0.060
17. P 0.681
18. O -0.585
19. O -0.539
20. O -0.519
21. C 0.543
22. C -0.229
23. C 0.355
24. C -0.139
25. C -0.470
26. C -0.449
27. C -0.590
28. C -0.250
29. O -0.344
30. C 0.578
31. C -1.061
32. C -0.270
33. C -0.870
34. C -0.392
35. C -0.255
36. N -0.590
37. H 0.288
38. P 0.597
39. N -0.629
40. O -0.397
41. H -0.025
42. H 0.177
43. H 0.536
44. H 0.340
45. H 0.310
46. H 0.257
47. H 0.378
48. H 0.395
49. H 0.315
50. H 0.357
51. H 0.081
52. H 0.350
53. H 0.011
54. H 0.363
55. H 0.318
56. H 0.280
57. H 0.448
58. H 0.084
59. H 0.272
60. H 0.302
61. H 0.308
62. H 0.183
63. H 0.148
64. H 0.234
65. H 0.346
66. H 0.244
67. H 0.237
68. H 0.236
69. H 0.131
70. H 0.513
71. H 0.275
72. H 0.316
73. H 0.297
74. H 0.166
75. F -0.259
76. C 0.404
77. C -0.016
78. C -0.555
79. C -0.466
80. C -0.373
81. C -0.537
82. H 0.273
83. H 0.380
84. H 0.360
85. H 0.364
86. H 0.420

# 2
DFT (ωB97M-V with the def2-TZVPD basis set) results for a structure of composition C28H41F5N4OP2SiTi.

Properties
E, Ha: -3706.502308
Charge: +2
Frontier orbital gap, eV: 7.355
LUMO, eV: -6.472
Energy above the lowest of the compared OMol25 structures with the same formula, charge and spin, kcal per mole: 7.34

CARTESIAN COORDINATES (ANGSTROEM)
Ti 0.423 0.175 0.076
C -2.711 -0.957 -1.867
P -1.711 -1.356 -0.402
C -2.957 -1.424 0.923
C -1.257 -3.081 -0.762
C -2.212 -4.093 -0.697
C -1.890 -5.387 -1.075
C -0.615 -5.677 -1.541
C 0.341 -4.677 -1.611
C 0.032 -3.376 -1.214
P 1.289 -2.064 -1.228
C 2.819 -2.898 -0.684
C 1.618 -1.736 -2.989
H -3.413 -1.774 -2.036
H -2.080 -0.850 -2.748
H -3.272 -0.041 -1.705
H -3.881 -1.872 0.557
H -3.177 -0.404 1.244
H -2.597 -1.991 1.778
H -3.216 -3.880 -0.352
H -2.636 -6.168 -1.014
H -0.364 -6.684 -1.847
H 1.330 -4.924 -1.974
H 3.064 -3.735 -1.337
H 2.715 -3.278 0.334
H 3.655 -2.198 -0.728
H 1.789 -2.674 -3.518
H 2.505 -1.109 -3.099
H 0.774 -1.215 -3.437
N 2.368 -0.272 1.349
C 3.489 0.649 1.670
C 4.193 1.128 0.421
C 3.334 2.092 -0.361
N 2.106 1.455 -0.894
H 1.960 -0.560 2.232
H 2.777 -1.123 0.972
H 4.192 0.141 2.332
H 3.074 1.496 2.219
H 4.491 0.276 -0.201
H 5.116 1.634 0.705
H 3.899 2.539 -1.181
H 3.022 2.902 0.299
H 2.346 0.919 -1.727
H 1.510 2.194 -1.258
C 0.211 -3.096 2.481
C -0.290 -1.747 2.897
C -0.835 -1.536 4.155
C -1.227 -0.257 4.521
C -1.056 0.808 3.651
C -0.498 0.537 2.409
N -0.162 -0.719 2.045
N -0.221 1.419 1.368
Si -0.477 3.198 1.553
C 0.103 4.061 0.009
C -2.290 3.486 1.878
C 0.614 3.759 2.956
H -0.471 -3.883 2.802
H 1.174 -3.298 2.956
H 0.331 -3.162 1.403
H -0.943 -2.368 4.837
H -1.661 -0.085 5.497
H -1.352 1.808 3.926
H -0.274 3.635 -0.920
H 1.189 4.148 -0.042
H -0.277 5.086 0.055
H -2.851 2.555 1.966
H -2.739 4.056 1.063
H -2.440 4.056 2.797
H 1.669 3.574 2.738
H 0.384 3.299 3.917
H 0.499 4.839 3.082
F -2.811 4.103 -5.062
C -2.192 3.307 -4.209
C -2.738 3.068 -2.956
F -3.880 3.638 -2.604
C -2.082 2.234 -2.069
F -2.602 2.023 -0.848
C -0.877 1.623 -2.397
O -0.219 0.836 -1.541
C -0.343 1.887 -3.654
F 0.832 1.328 -3.982
C -0.987 2.714 -4.558
F -0.452 2.941 -5.745

Atomic forces in eV per Å
0.30 0.05 -0.41
0.01 -0.02 -0.01
-0.03 0.06 0.09
-0.02 0.02 -0.03
0.02 -0.01 0.04
0.00 0.00 0.00
-0.02 0.00 0.01
0.02 0.00 -0.01
0.00 -0.01 0.01
0.01 0.01 0.05
-0.02 0.00 0.03
0.00 0.00 -0.02
-0.02 0.00 0.00
0.00 0.00 -0.01
0.00 0.00 0.00
-0.01 0.01 0.00
0.00 0.00 0.00
0.00 0.00 -0.01
-0.02 0.00 -0.01
0.00 0.00 0.00
0.00 0.00 0.00
0.00 0.00 0.00
0.01 0.00 -0.01
0.00 0.00 0.00
0.00 0.00 -0.01
0.00 0.00 0.00
0.00 0.01 -0.01
0.00 0.00 0.00
-0.01 -0.01 0.00
-0.04 -0.02 -0.02
0.00 -0.01 0.02
0.01 -0.01 0.01
0.00 0.03 -0.03
0.02 -0.02 -0.03
0.00 -0.02 0.00
0.00 0.01 -0.01
-0.01 0.00 0.01
0.00 0.00 -0.01
0.00 0.00 0.00
0.00 0.00 0.00
-0.01 0.00 0.00
-0.01 0.03 0.00
-0.01 0.00 0.00
0.01 0.00 0.00
0.00 0.00 0.01
0.03 0.04 0.02
0.00 -0.02 -0.01
0.00 0.02 0.01
-0.02 -0.01 0.00
-0.11 -0.03 -0.02
0.01 -0.10 0.17
-0.09 -0.06 -0.01
0.02 0.00 0.02
-0.02 0.01 0.01
-0.01 0.01 0.00
0.00 -0.01 0.00
0.00 0.00 0.00
0.00 0.00 0.00
0.00 0.00 -0.04
0.00 0.00 0.00
0.00 0.00 0.00
0.00 0.01 0.00
-0.02 0.00 -0.04
0.04 -0.03 -0.01
0.00 -0.01 -0.01
0.00 -0.01 0.00
0.00 0.00 0.01
0.00 0.00 0.00
0.00 0.00 -0.01
0.00 0.00 0.00
0.00 0.00 0.00
-0.01 -0.01 0.00
0.00 0.01 0.00
0.02 0.00 0.00
0.00 0.00 0.00
0.03 0.01 0.02
0.01 0.02 -0.01
0.03 -0.02 -0.05
-0.06 0.07 0.34
-0.02 0.01 -0.01
0.01 0.00 -0.01
0.00 -0.01 0.00
0.00 0.00 0.00

Partial atomic charges computed with the Mulliken method, in multiples of e:
1. Ti -0.560
2. C -1.627
3. P 2.078
4. C -1.551
5. C 0.464
6. C -1.292
7. C -0.924
8. C -0.910
9. C -1.099
10. C -0.006
11. P 2.420
12. C -1.721
13. C -1.405
14. H 0.765
15. H 0.303
16. H 0.338
17. H 0.676
18. H 0.327
19. H 0.451
20. H 0.399
21. H 0.454
22. H 0.443
23. H 0.344
24. H 0.604
25. H 0.432
26. H 0.480
27. H 0.538
28. H 0.444
29. H 0.291
30. N -0.274
31. C -0.618
32. C -0.759
33. C -0.517
34. N -0.138
35. H 0.230
36. H 0.050
37. H 0.482
38. H 0.223
39. H 0.209
40. H 0.452
41. H 0.490
42. H 0.190
43. H 0.184
44. H -0.128
45. C -1.066
46. C 0.114
47. C -0.991
48. C -1.044
49. C -0.979
50. C 0.645
51. N 0.562
52. N 1.148
53. Si 0.335
54. C -0.775
55. C -1.253
56. C -1.246
57. H 0.472
58. H 0.302
59. H -0.038
60. H 0.581
61. H 0.502
62. H 0.541
63. H -0.021
64. H 0.300
65. H 0.501
66. H 0.290
67. H 0.420
68. H 0.476
69. H 0.252
70. H 0.413
71. H 0.420
72. F -0.274
73. C 0.640
74. C 0.267
75. F -0.284
76. C -0.253
77. F -0.343
78. C -0.333
79. O 0.833
80. C 0.026
81. F -0.372
82. C 0.273
83. F -0.274